The following is a DFT calculation (ωB97M-V/def2-TZVPD) of a 2-piece molecular cluster, C7H14N2OPS overall at a distorted geometry.

Total energy (eV): -32629.673
HOMO energy (eV): -11.22
Gap between HOMO and LUMO (Eh): 0.269
Net charge: +1

Element x y z (Å)
S (1.43, 1.11, -0.37)
P (1.20, 2.57, -1.66)
C (-0.66, 2.90, -1.74)
C (-1.66, 1.89, -1.90)
N (-2.84, 2.69, -1.84)
C (-2.56, 4.00, -1.67)
N (-1.18, 4.21, -1.61)
H (1.68, 2.17, -2.95)
H (1.78, 3.80, -1.23)
H (-1.57, 0.78, -2.01)
H (-3.79, 2.31, -1.89)
H (-3.30, 4.83, -1.59)
H (-0.70, 5.10, -1.49)
C (-0.09, -2.97, 1.96)
C (1.05, -3.96, 2.02)
C (2.04, -3.35, 1.04)
O (1.85, -1.93, 1.08)
C (0.64, -1.65, 1.80)
H (-0.74, -2.99, 2.84)
H (-0.71, -3.17, 1.08)
H (1.48, -3.97, 3.03)
H (0.76, -4.98, 1.77)
H (1.84, -3.69, 0.02)
H (3.07, -3.59, 1.29)
H (0.92, -1.22, 2.77)
H (0.05, -0.91, 1.25)